(1)
Density functional theory data (ωB97M-V/def2-TZVPD) for C31H36AsHgN2OS as an isolated structure.

Results
**ΔE to the lowest compared entry with this formula, charge and spin**: 0.0 kcal/mol
**2S+1**: 2
**Charge**: 0
**Expectation value of S²**: 0.77
**Lowest unoccupied orbital energy (spin up / spin down)**: 0.014 / -0.054 hartree
**E**: -113607.1115 eV
**Frontier orbital gap (spin up / spin down)**: 7.23 / 5.85 eV
**HOMO level (spin up / spin down)**: -6.8 / -7.3 eV

Each line ends with the Löwdin charge.
Positions of all 73 atoms, in Å:
Hg1 -0.231 1.420 3.148  0.65
S1 1.992 1.039 1.270  0.50
C1 2.838 -0.478 1.452  -0.73
C2 4.232 -0.472 1.582  -0.13
C3 4.947 -1.658 1.610  -0.09
C4 4.277 -2.872 1.533  -0.09
C5 2.892 -2.890 1.444  -0.10
C6 2.163 -1.707 1.389  -0.43
As1 0.217 -1.660 1.283  1.27
C7 -0.116 -3.593 1.406  -0.41
C8 -0.089 -4.127 2.695  -0.14
C9 -0.359 -5.469 2.917  -0.09
C10 -0.681 -6.296 1.848  -0.10
C11 -0.713 -5.775 0.563  -0.09
C12 -0.431 -4.431 0.342  -0.10
C13 -0.016 -1.422 -0.643  -0.40
C14 -1.300 -1.584 -1.159  -0.15
C15 -1.533 -1.500 -2.525  -0.09
C16 -0.476 -1.261 -3.393  -0.10
C17 0.803 -1.081 -2.885  -0.08
C18 1.030 -1.144 -1.515  -0.09
H1 4.738 0.482 1.652  0.09
H2 6.027 -1.636 1.690  0.10
H3 4.829 -3.802 1.536  0.10
H4 2.378 -3.841 1.388  0.09
H5 0.149 -3.481 3.534  0.10
H6 -0.330 -5.868 3.923  0.10
H7 -0.909 -7.340 2.018  0.10
H8 -0.962 -6.415 -0.274  0.10
H9 -0.450 -4.044 -0.669  0.09
H10 -2.127 -1.796 -0.487  0.10
H11 -2.536 -1.637 -2.912  0.10
H12 -0.649 -1.214 -4.461  0.10
H13 1.635 -0.902 -3.555  0.10
H14 2.027 -0.973 -1.129  0.09
N1 -2.680 2.947 2.623  -0.04
C19 -3.875 2.632 1.847  -0.28
C20 -4.509 1.320 2.299  -0.20
C21 -3.723 0.065 1.927  -0.28
N2 -2.598 -0.162 2.841  -0.07
H15 -2.913 3.314 3.537  0.07
H16 -2.092 3.628 2.153  0.03
H17 -3.582 2.543 0.800  0.08
H18 -4.635 3.421 1.903  0.11
H19 -5.501 1.255 1.844  0.11
H20 -4.647 1.337 3.386  0.11
H21 -3.318 0.178 0.916  0.10
H22 -4.413 -0.787 1.906  0.10
H23 -2.071 -0.989 2.581  -0.02
H24 -2.938 -0.308 3.786  0.07
C22 0.803 2.170 -5.217  -0.04
C23 0.844 2.555 -3.764  -0.26
C24 1.982 3.116 -3.202  -0.01
C25 2.027 3.489 -1.865  -0.20
C26 3.312 4.076 -1.325  -0.05
C27 0.886 3.300 -1.065  -0.14
C28 0.938 3.745 0.338  -0.28
O1 0.027 3.702 1.141  -0.09
C29 -0.266 2.706 -1.611  -0.18
C30 -1.506 2.449 -0.799  -0.05
C31 -0.264 2.351 -2.950  -0.01
H25 1.707 2.487 -5.735  0.08
H26 -0.056 2.623 -5.713  0.08
H27 0.709 1.087 -5.324  0.07
H28 2.859 3.270 -3.821  0.11
H29 4.070 4.085 -2.106  0.07
H30 3.695 3.487 -0.491  0.08
H31 3.177 5.102 -0.979  0.09
H32 1.900 4.171 0.657  0.11
H33 -1.950 3.391 -0.474  0.08
H34 -1.279 1.879 0.104  0.06
H35 -2.233 1.898 -1.396  0.08
H36 -1.155 1.894 -3.370  0.12



(2)
Density functional theory data (ωB97M-V/def2-TZVPD) for C31H36AuP4S2 as an isolated structure.

Results
**2S+1**: 1
**Charge**: +1
**Lowest unoccupied orbital energy**: -0.131 hartree
**E**: -95246.2224 eV
**Frontier orbital gap**: 6.52 eV
**HOMO level**: -10.1 eV

Each line ends with the Löwdin charge.
Positions of all 74 atoms, in Å:
Au1 -0.380 -0.381 0.241  0.62
S1 1.651 1.566 -2.406  0.33
P1 2.622 0.341 -1.214  0.39
C1 1.585 -0.736 -0.303  -0.72
P2 1.957 -2.094 0.687  0.53
S2 0.135 -2.262 1.617  0.38
C2 3.214 -1.959 1.984  -0.33
C3 4.498 -2.476 1.835  -0.06
C4 5.452 -2.269 2.821  -0.06
C5 5.127 -1.569 3.971  -0.06
C6 3.840 -1.072 4.139  -0.07
C7 2.892 -1.261 3.151  -0.13
C8 2.268 -3.660 -0.175  -0.32
C9 1.340 -4.696 -0.070  -0.11
C10 1.547 -5.897 -0.731  -0.07
C11 2.684 -6.081 -1.500  -0.06
C12 3.615 -5.057 -1.607  -0.06
C13 3.409 -3.854 -0.954  -0.10
C14 3.724 1.326 -0.158  -0.35
C15 4.804 2.022 -0.702  -0.10
C16 5.564 2.862 0.093  -0.07
C17 5.241 3.038 1.433  -0.07
C18 4.143 2.385 1.969  -0.08
C19 3.385 1.538 1.172  -0.10
C20 3.698 -0.708 -2.243  -0.36
C21 3.063 -1.451 -3.238  -0.11
C22 3.798 -2.257 -4.087  -0.07
C23 5.181 -2.328 -3.958  -0.08
C24 5.819 -1.600 -2.968  -0.07
C25 5.080 -0.793 -2.108  -0.10
H1 4.766 -3.051 0.960  0.09
H2 6.448 -2.671 2.692  0.11
H3 5.870 -1.419 4.743  0.11
H4 3.577 -0.539 5.043  0.11
H5 1.892 -0.869 3.284  0.07
H6 0.449 -4.568 0.529  0.05
H7 0.818 -6.692 -0.639  0.11
H8 2.847 -7.019 -2.014  0.11
H9 4.505 -5.190 -2.207  0.11
H10 4.140 -3.071 -1.066  0.08
H11 5.034 1.933 -1.756  0.11
H12 6.403 3.393 -0.337  0.11
H13 5.837 3.696 2.052  0.11
H14 3.874 2.533 3.007  0.10
H15 2.515 1.041 1.581  0.08
H16 1.987 -1.384 -3.344  0.10
H17 3.295 -2.830 -4.855  0.11
H18 5.757 -2.951 -4.630  0.11
H19 6.895 -1.652 -2.860  0.11
H20 5.592 -0.250 -1.326  0.10
C26 -3.495 -2.032 0.914  -0.23
P3 -2.572 -0.491 1.074  0.69
C27 -2.524 -0.143 2.851  -0.24
C28 -3.561 0.844 0.343  -0.38
C29 -2.668 2.075 0.254  -0.41
P4 -1.053 1.754 -0.595  0.73
C30 -0.317 3.391 -0.356  -0.25
C31 -1.584 1.590 -2.320  -0.27
H21 -4.447 -1.955 1.440  0.06
H22 -2.910 -2.846 1.342  0.04
H23 -3.676 -2.253 -0.138  0.06
H24 -3.532 -0.108 3.265  0.06
H25 -2.021 0.807 3.034  0.05
H26 -1.954 -0.927 3.350  0.03
H27 -4.453 1.025 0.945  0.10
H28 -3.890 0.528 -0.650  0.09
H29 -2.457 2.477 1.248  0.08
H30 -3.158 2.872 -0.310  0.10
H31 -1.069 4.115 -0.677  0.06
H32 0.599 3.503 -0.925  -0.01
H33 -0.100 3.545 0.702  0.06
H34 -2.167 2.465 -2.613  0.06
H35 -2.195 0.694 -2.427  0.05
H36 -0.706 1.493 -2.954  -0.04



(3)
Density functional theory data (ωB97M-V/def2-TZVPD) for C31H36BCl2IrN2O4SSb as an isolated structure in a non-equilibrium geometry.

Results
**ΔE to the lowest compared entry with this formula, charge and spin**: 23.4 kcal/mol
**2S+1**: 2
**Charge**: +2
**Expectation value of S²**: 0.77
**Lowest unoccupied orbital energy (spin up / spin down)**: -0.232 / -0.301 hartree
**E**: -89822.9504 eV
**Frontier orbital gap (spin up / spin down)**: 6.57 / 4.69 eV
**HOMO level (spin up / spin down)**: -12.9 / -12.9 eV

Each line ends with the Löwdin charge.
Positions of all 79 atoms, in Å:
Ir1 0.015 1.106 -0.575  0.80
O1 0.666 8.021 -0.356  -0.04
C1 -0.495 7.433 0.177  -0.19
C2 -0.268 5.953 0.288  -0.13
C3 1.010 5.411 0.170  0.04
C4 1.163 4.043 0.235  -0.13
N1 0.127 3.205 0.392  -0.06
C5 -1.091 3.725 0.539  -0.21
C6 -1.332 5.085 0.503  0.07
C7 -2.133 2.696 0.700  -0.17
C8 -3.345 2.955 1.307  0.07
C9 -4.316 1.969 1.378  -0.14
C10 -5.679 2.276 1.954  -0.19
O2 -5.670 3.407 2.791  -0.03
C11 -3.999 0.718 0.868  0.04
C12 -2.760 0.501 0.312  -0.07
N2 -1.826 1.472 0.204  -0.08
H1 0.564 8.978 -0.380  0.11
H2 -1.372 7.613 -0.453  0.14
H3 -0.723 7.824 1.176  0.15
H4 1.860 6.058 0.008  0.13
H5 2.145 3.591 0.162  0.12
H6 -2.342 5.463 0.607  0.14
H7 -3.552 3.929 1.728  0.13
H8 -6.091 1.391 2.445  0.14
H9 -6.339 2.512 1.116  0.15
H10 -5.466 3.148 3.695  0.11
H11 -4.708 -0.100 0.904  0.14
H12 -2.499 -0.473 -0.063  0.11
Cl1 2.281 -0.011 -1.243  0.83
C13 3.131 1.214 -2.141  -0.58
C14 4.481 1.077 -2.331  -0.07
C15 5.156 2.100 -2.998  -0.01
C16 4.479 3.219 -3.454  -0.07
C17 3.109 3.325 -3.279  -0.67
Cl2 2.314 4.729 -3.848  0.76
C18 2.382 2.298 -2.624  -0.68
S1 0.679 2.388 -2.525  0.80
H13 5.006 0.199 -1.981  0.13
H14 6.225 2.022 -3.144  0.13
H15 5.008 4.016 -3.958  0.12
C19 -1.007 -7.651 -1.241  -0.04
C20 -0.037 -6.768 -0.442  -0.56
C21 1.391 -7.308 -0.614  -0.04
C22 -0.412 -6.852 1.037  -0.07
C23 -0.087 -5.334 -0.972  -0.15
C24 0.052 -5.100 -2.346  -0.01
C25 -0.044 -3.836 -2.917  0.04
C26 -0.256 -2.792 -2.049  -0.19
O3 -0.384 -1.431 -2.324  0.14
B1 -0.501 -0.802 -1.109  -0.81
O4 -0.485 -1.754 -0.066  0.02
C27 -0.338 -2.994 -0.696  -0.19
C28 -0.272 -4.243 -0.119  0.07
H16 -1.035 -8.651 -0.807  0.09
H17 -0.705 -7.754 -2.283  0.08
H18 -2.019 -7.241 -1.218  0.10
H19 1.445 -8.334 -0.244  0.09
H20 2.106 -6.707 -0.048  0.09
H21 1.696 -7.312 -1.662  0.08
H22 -0.417 -7.896 1.349  0.09
H23 -1.408 -6.443 1.226  0.09
H24 0.310 -6.329 1.670  0.08
H25 0.236 -5.939 -3.003  0.12
H26 0.045 -3.683 -3.984  0.13
H27 -0.380 -4.362 0.951  0.12
C29 2.130 -1.424 1.791  -0.25
Sb1 0.949 0.313 1.686  1.37
C30 -0.496 -0.028 3.178  -0.25
C31 2.182 1.720 2.657  -0.26
H28 2.307 -1.613 2.849  0.04
H29 3.077 -1.268 1.282  0.01
H30 1.604 -2.264 1.343  0.01
H31 0.014 -0.120 4.136  0.03
H32 -1.041 -0.944 2.956  0.03
H33 -1.192 0.810 3.216  0.01
H34 2.530 1.247 3.574  0.03
H35 1.608 2.613 2.895  0.02
H36 3.039 1.992 2.042  0.02



(4)
Density functional theory data (ωB97M-V/def2-TZVPD) for C31H36BFeN7OSbTe as an isolated structure.

Results
**ΔE to the lowest compared entry with this formula, charge and spin**: 4.5 kcal/mol
**2S+1**: 5
**Charge**: +1
**Expectation value of S²**: 6.01
**Lowest unoccupied orbital energy (spin up / spin down)**: -0.091 / -0.093 hartree
**E**: -94100.7091 eV
**Frontier orbital gap (spin up / spin down)**: 7.36 / 7.31 eV
**HOMO level (spin up / spin down)**: -9.8 / -9.8 eV

Each line ends with the Löwdin charge.
Positions of all 79 atoms, in Å:
Fe1 -1.035 1.484 -0.607  0.70
B1 -3.743 2.115 -0.750  -0.41
N1 -3.537 1.067 -1.870  -0.08
C1 -4.322 0.603 -2.845  -0.06
C2 -3.577 -0.251 -3.642  -0.04
C3 -2.312 -0.259 -3.062  -0.13
N2 -2.300 0.540 -1.990  -0.07
N3 -3.011 3.420 -1.168  -0.07
C4 -3.439 4.639 -1.499  -0.06
C5 -2.338 5.428 -1.796  -0.05
C6 -1.248 4.583 -1.613  -0.13
N4 -1.665 3.373 -1.234  -0.05
H1 -4.902 2.318 -0.536  0.08
H2 -3.121 1.674 0.220  0.07
H3 -5.354 0.906 -2.910  0.13
H4 -3.907 -0.796 -4.508  0.10
H5 -1.427 -0.798 -3.359  0.09
H6 -4.492 4.869 -1.504  0.13
H7 -2.333 6.459 -2.102  0.10
H8 -0.195 4.780 -1.738  0.10
C7 -0.177 3.700 3.467  0.02
N5 0.689 3.604 2.291  -0.02
C8 1.827 4.326 2.174  -0.01
C9 2.600 4.260 1.068  0.02
C10 2.156 3.404 0.022  -0.37
N6 1.044 2.685 0.138  0.16
C11 0.312 2.771 1.265  -0.55
O1 -0.733 2.090 1.371  -0.10
N7 2.846 3.293 -1.119  0.19
H9 0.326 4.310 4.213  0.10
H10 -0.355 2.707 3.868  0.07
H11 -1.127 4.152 3.191  0.11
H12 2.080 4.952 3.019  0.14
H13 3.507 4.837 0.981  0.12
H14 3.696 3.805 -1.268  0.12
H15 2.521 2.667 -1.835  0.12
C12 0.302 -3.757 -4.689  -0.08
C13 1.271 -2.777 -4.520  -0.08
C14 1.322 -2.050 -3.339  -0.14
C15 0.407 -2.302 -2.320  -0.42
C16 -0.560 -3.289 -2.493  -0.13
C17 -0.610 -4.014 -3.676  -0.07
Sb1 0.434 -1.105 -0.562  1.50
C18 2.476 -1.455 -0.092  -0.41
C19 3.276 -0.421 0.388  -0.19
C20 4.611 -0.648 0.691  -0.09
C21 5.156 -1.914 0.517  -0.08
C22 4.369 -2.945 0.027  -0.07
C23 3.034 -2.715 -0.287  -0.13
C24 -0.657 -2.406 0.701  -0.43
C25 -0.088 -3.460 1.409  -0.14
C26 -0.884 -4.275 2.201  -0.08
C27 -2.252 -4.044 2.287  -0.08
C28 -2.824 -2.994 1.585  -0.08
C29 -2.027 -2.174 0.794  -0.15
H16 0.263 -4.323 -5.610  0.11
H17 1.987 -2.581 -5.307  0.11
H18 2.089 -1.293 -3.211  0.10
H19 -1.276 -3.496 -1.706  0.10
H20 -1.361 -4.783 -3.807  0.11
H21 2.852 0.566 0.536  0.06
H22 5.229 0.160 1.063  0.11
H23 6.195 -2.094 0.757  0.11
H24 4.793 -3.930 -0.119  0.11
H25 2.434 -3.521 -0.693  0.10
H26 0.980 -3.642 1.354  0.09
H27 -0.438 -5.095 2.749  0.11
H28 -2.872 -4.683 2.902  0.11
H29 -3.889 -2.811 1.655  0.11
H30 -2.483 -1.350 0.252  0.08
C30 2.146 -1.818 4.082  -0.43
Te1 1.001 -0.293 3.143  1.19
C31 -0.861 -0.871 3.994  -0.42
H31 2.209 -1.643 5.151  0.00
H32 3.140 -1.789 3.640  -0.01
H33 1.687 -2.783 3.877  0.00
H34 -1.029 -1.924 3.776  -0.01
H35 -1.629 -0.279 3.500  0.00
H36 -0.874 -0.693 5.066  0.00



(5)
Density functional theory data (ωB97M-V/def2-TZVPD) for C31H36BrCrN6OS2Si as an isolated structure in a non-equilibrium geometry.

Results
**ΔE to the lowest compared entry with this formula, charge and spin**: 6.1 kcal/mol
**2S+1**: 2
**Charge**: 0
**Expectation value of S²**: 0.76
**Lowest unoccupied orbital energy (spin up / spin down)**: -0.016 / -0.015 hartree
**E**: -171732.2057 eV
**Frontier orbital gap (spin up / spin down)**: 6.71 / 6.77 eV
**HOMO level (spin up / spin down)**: -7.2 / -7.2 eV

Each line ends with the Löwdin charge.
Positions of all 79 atoms, in Å:
Cr1 0.158 -0.136 -0.499  0.67
N1 -2.061 -0.076 -4.437  0.09
C1 -2.379 0.159 -3.145  -0.90
S1 -3.700 -0.667 -2.483  0.61
N2 -1.640 1.151 -2.610  0.03
N3 -0.943 1.226 -1.522  -0.04
C2 -0.748 2.444 -1.004  -0.18
C3 -1.588 3.627 -1.338  -0.18
C4 -2.344 4.236 -0.340  -0.04
C5 -3.145 5.335 -0.627  -0.08
C6 -3.196 5.838 -1.918  -0.09
C7 -2.433 5.247 -2.919  -0.08
C8 -1.634 4.148 -2.633  -0.03
C9 0.483 2.586 -0.259  -0.20
C10 0.901 3.791 0.321  0.01
C11 2.162 3.880 0.859  -0.04
C12 3.009 2.772 0.807  -0.05
C13 2.528 1.610 0.267  -0.11
N4 1.289 1.496 -0.238  -0.02
H1 -2.684 -0.635 -4.988  0.08
H2 -1.310 0.430 -4.874  0.10
H3 -2.316 3.838 0.670  0.12
H4 -3.735 5.794 0.160  0.10
H5 -3.826 6.691 -2.148  0.10
H6 -2.459 5.640 -3.930  0.10
H7 -1.038 3.690 -3.411  0.11
H8 0.225 4.633 0.313  0.11
H9 2.506 4.804 1.306  0.11
H10 4.021 2.814 1.187  0.11
H11 3.143 0.722 0.226  0.12
C14 1.729 -3.243 4.852  -0.18
Si1 2.615 -1.680 4.336  0.50
C15 4.406 -1.791 4.892  -0.19
C16 1.844 -0.185 5.140  -0.21
C17 2.643 -1.677 2.446  -0.24
C18 3.699 -2.314 1.809  -0.08
C19 3.755 -2.433 0.417  -0.06
C20 2.718 -1.916 -0.316  -0.11
N5 1.675 -1.291 0.265  -0.08
C21 1.628 -1.143 1.614  -0.72
S2 0.258 -0.237 2.137  0.73
H12 1.827 -3.411 5.931  0.03
H13 2.144 -4.114 4.335  0.03
H14 0.661 -3.185 4.613  0.03
H15 4.481 -1.531 5.954  0.03
H16 5.047 -1.101 4.332  0.04
H17 4.813 -2.802 4.775  0.03
H18 2.189 -0.111 6.180  0.03
H19 0.753 -0.253 5.138  0.01
H20 2.114 0.737 4.616  0.03
H21 4.514 -2.716 2.407  0.10
H22 4.579 -2.929 -0.080  0.10
H23 2.697 -1.994 -1.396  0.11
Br1 1.837 -2.958 -6.346  0.71
C22 1.313 -2.137 -4.713  -0.70
C23 1.590 -0.797 -4.508  -0.14
C24 1.210 -0.212 -3.304  -0.11
C25 0.562 -0.940 -2.304  -0.24
C26 0.302 -2.290 -2.551  -0.10
C27 0.665 -2.894 -3.749  -0.12
H24 2.093 -0.220 -5.275  0.10
H25 1.431 0.842 -3.154  0.10
H26 -0.203 -2.888 -1.797  0.09
H27 0.457 -3.943 -3.924  0.10
C28 -2.962 -3.556 -0.204  -0.03
N6 -3.363 -2.282 0.382  -0.14
C29 -4.783 -2.120 0.676  -0.05
C30 -2.525 -1.244 0.337  -0.53
C31 -2.975 0.053 0.950  -0.02
O1 -1.387 -1.414 -0.147  -0.13
H28 -3.339 -4.370 0.416  0.09
H29 -1.881 -3.611 -0.248  0.08
H30 -3.362 -3.650 -1.217  0.09
H31 -5.340 -2.839 0.077  0.09
H32 -5.129 -1.128 0.398  0.08
H33 -5.001 -2.301 1.731  0.10
H34 -3.562 -0.121 1.852  0.09
H35 -3.575 0.604 0.224  0.08
H36 -2.107 0.648 1.211  0.03